#A
9
Properties=species:S:1:pos:R:3:nbo_charge:R:1 method="wB97M-V/def2-TZVPD" gap_ev="7.94 / 7.94" charge=0 e_lumo_ev="-1.343 / -1.347" smiles="O=NC=S.N=C=O"
O 2.656 0.843 2.124 -0.21
N 1.748 0.426 1.382 0.15
C 0.772 0.986 0.696 -0.22
S -0.765 0.820 1.193 0.04
H 1.166 1.065 -0.299 0.23
N -1.863 -1.307 -0.747 -0.70
C -1.083 -0.741 -1.441 0.84
O -0.768 0.099 -2.205 -0.51
H -1.862 -2.191 -0.703 0.37


#B
9
Properties=species:S:1:pos:R:3:nbo_charge:R:1 method="wB97M-V/def2-TZVPD" gap_ev=8.55 charge=0 e_lumo_ev=-0.506 smiles="Oc1n[nH]oc1=S"
O -0.265 2.028 0.043 -0.60
C -0.593 0.780 -0.058 0.41
N -1.766 0.269 0.041 -0.28
N -1.664 -1.070 -0.084 -0.14
O -0.240 -1.534 -0.064 -0.33
C 0.405 -0.328 -0.046 0.08
S 2.012 -0.131 0.027 -0.01
H -1.108 2.463 -0.256 0.50
H -1.903 -1.429 0.920 0.36


Most stable: #B (next structure +45.5 kcal/mol)


#A
12
Properties=species:S:1:pos:R:3:nbo_charge:R:1 method="wB97M-V/def2-TZVPD" gap_ev=4.70 charge=0 e_lumo_ev=-2.568
N 0.992 1.134 0.534 -0.54
C 0.083 0.098 0.090 -0.36
C -1.398 0.114 0.042 -0.28
N -2.095 -0.801 -0.838 -0.61
H 0.490 2.038 0.490 0.31
H 0.421 -0.360 1.071 0.31
H 3.641 -0.091 -0.512 0.00
H 0.517 -0.400 -0.775 0.28
H -1.985 -0.581 0.702 0.35
H -1.842 1.079 -0.211 0.21
H 3.351 -0.441 0.037 0.00
H -2.175 -1.788 -0.629 0.33


#B
12
Properties=species:S:1:pos:R:3:nbo_charge:R:1 method="wB97M-V/def2-TZVPD" gap_ev=10.67 charge=0 e_lumo_ev=0.944 smiles="C=NC.N"
C 0.326 0.182 1.954 -0.08
N -0.561 -0.636 1.596 -0.38
C -0.566 -1.178 0.235 -0.45
H 1.167 0.428 1.299 0.14
H 0.211 0.615 2.940 0.18
H -1.622 -1.085 -0.004 0.22
H -0.390 -2.253 0.313 0.21
H 0.154 -0.725 -0.446 0.17
N 0.570 1.302 -2.915 -1.08
H 1.542 1.337 -2.663 0.36
H 0.217 2.242 -2.947 0.36
H -0.010 0.796 -2.292 0.36


#C
12
Properties=species:S:1:pos:R:3:nbo_charge:R:1 method="wB97M-V/def2-TZVPD" gap_ev=10.22 charge=0 e_lumo_ev=1.232 smiles=NCCN
N 1.660 0.802 0.350 -0.86
C 0.405 0.077 0.647 -0.23
C -0.413 -0.077 -0.615 -0.22
N -1.651 -0.842 -0.385 -0.85
H 2.497 0.246 0.376 0.37
H 1.737 1.637 0.903 0.36
H -0.072 0.594 1.441 0.18
H 0.650 -0.910 1.052 0.18
H -0.664 0.932 -0.964 0.16
H 0.162 -0.634 -1.350 0.19
H -2.326 -0.351 0.177 0.35
H -2.075 -1.108 -1.261 0.36


#D
12
Properties=species:S:1:pos:R:3:nbo_charge:R:1 method="wB97M-V/def2-TZVPD" gap_ev=10.08 charge=0 e_lumo_ev=1.090 smiles="C=NC.N"
C -0.586 -0.649 1.232 -0.06
N -0.334 -0.564 0.002 -0.40
C -1.474 -0.638 -0.904 -0.44
H -1.604 -0.921 1.537 0.13
H 0.090 -0.264 1.994 0.18
H -1.336 0.119 -1.671 0.21
H -1.453 -1.619 -1.389 0.21
H -2.435 -0.468 -0.414 0.18
N 2.368 1.151 -0.090 -1.12
H 2.767 1.847 0.513 0.36
H 2.470 1.265 -1.077 0.37
H 1.525 0.739 0.266 0.38


Most stable: #C (next structure +16.6 kcal/mol)


#A
23
Properties=species:S:1:pos:R:3:nbo_charge:R:1 method="wB97M-V/def2-TZVPD" gap_ev=9.33 charge=0 e_lumo_ev=0.991 smiles="N/C=C/N.CN(C)C"
N 1.417 2.068 -2.640 -0.85
C 0.517 2.118 -1.544 -0.05
C -0.764 1.813 -1.687 -0.05
N -1.702 1.662 -0.610 -0.85
H 1.872 1.175 -2.706 0.37
H 2.098 2.806 -2.634 0.36
H 0.907 2.416 -0.573 0.18
H -1.175 1.557 -2.663 0.17
H -1.875 0.696 -0.391 0.36
H -2.573 2.066 -0.909 0.36
C -1.133 -1.934 1.653 -0.41
N 0.280 -1.573 1.637 -0.43
C 1.000 -2.211 0.543 -0.41
C 0.463 -0.118 1.645 -0.42
H -1.179 -3.015 1.786 0.20
H -1.713 -1.589 0.785 0.15
H -1.540 -1.496 2.567 0.20
H 2.042 -1.903 0.627 0.20
H 0.872 -3.281 0.691 0.20
H 0.627 -1.931 -0.455 0.16
H 1.524 0.105 1.759 0.19
H -0.107 0.323 2.457 0.20
H 0.143 0.246 0.661 0.17


#B
23
Properties=species:S:1:pos:R:3:nbo_charge:R:1 method="wB97M-V/def2-TZVPD" gap_ev=9.62 charge=0 e_lumo_ev=1.051 smiles="N/C=C/N.CC(C)N"
N -2.286 -0.060 0.634 -0.85
C -2.491 -0.900 -0.485 -0.02
C -1.706 -1.006 -1.546 -0.08
N -2.026 -1.867 -2.635 -0.85
H -1.544 -0.404 1.227 0.37
H -3.107 0.101 1.181 0.37
H -3.412 -1.480 -0.466 0.18
H -0.774 -0.448 -1.639 0.16
H -1.242 -2.445 -2.897 0.36
H -2.331 -1.365 -3.445 0.36
C 1.066 1.524 1.717 -0.63
C 2.030 0.833 0.763 -0.05
C 1.843 -0.663 0.717 -0.61
N 1.955 1.380 -0.599 -0.83
H 1.161 1.227 2.763 0.21
H 1.272 2.598 1.666 0.20
H 0.033 1.381 1.389 0.21
H 3.053 1.052 1.097 0.18
H 2.585 -1.131 0.072 0.22
H 1.908 -1.092 1.717 0.21
H 0.848 -0.889 0.315 0.19
H 2.140 2.372 -0.559 0.35
H 1.025 1.282 -0.987 0.35


Most stable: #B (next structure +18.0 kcal/mol)


#A
23
Properties=species:S:1:pos:R:3:nbo_charge:R:1 method="wB97M-V/def2-TZVPD" gap_ev=9.88 charge=0 e_lumo_ev=1.083 smiles="CCC(N)N.C=NC"
C -0.380 1.816 -1.031 -0.60
C -0.399 1.449 0.450 -0.41
C -0.937 0.037 0.743 0.08
N -1.507 0.044 2.081 -0.84
N -1.828 -0.412 -0.319 -0.85
H -1.387 1.939 -1.422 0.20
H 0.161 2.747 -1.172 0.20
H 0.114 1.034 -1.607 0.21
H 0.607 1.508 0.855 0.21
H -1.014 2.174 0.992 0.20
H -0.104 -0.671 0.773 0.20
H -1.764 -0.891 2.377 0.35
H -2.336 0.630 2.119 0.34
H -2.643 0.191 -0.379 0.35
H -2.154 -1.354 -0.131 0.36
C 2.549 -0.375 0.176 -0.06
N 1.941 -1.468 0.181 -0.40
C 1.457 -2.032 -1.039 -0.44
H 2.752 0.219 -0.724 0.14
H 2.905 0.020 1.116 0.17
H 0.382 -2.161 -0.959 0.21
H 1.904 -3.017 -1.154 0.21
H 1.682 -1.424 -1.925 0.17


#B
23
Properties=species:S:1:pos:R:3:nbo_charge:R:1 method="wB97M-V/def2-TZVPD" gap_ev=9.15 charge=0 e_lumo_ev=0.987 smiles=C[C@H](N)CNCCN
C 0.824 0.306 -2.850 -0.61
C 1.304 0.598 -1.423 -0.04
N 2.704 -0.016 -1.351 -0.88
C 0.594 0.281 -0.005 -0.22
N -0.528 -0.627 -0.186 -0.68
C -1.581 -0.299 0.799 -0.21
C -1.269 -0.643 2.362 -0.24
N -2.259 0.046 3.227 -0.86
H 0.594 -0.720 -2.900 0.20
H -0.079 0.941 -3.002 0.21
H 1.744 0.435 -3.527 0.21
H 1.477 1.632 -1.440 0.16
H 2.535 -0.991 -1.068 0.37
H 3.228 0.338 -2.033 0.36
H 0.332 1.238 0.451 0.21
H 1.337 -0.284 0.544 0.19
H -0.558 -1.651 -0.442 0.39
H -2.564 -0.770 0.577 0.19
H -1.604 0.774 0.705 0.18
H -0.293 -0.080 2.482 0.17
H -1.016 -1.726 2.624 0.19
H -1.783 0.861 3.633 0.36
H -3.142 0.359 2.822 0.36


Most stable: #A (next structure +42.5 kcal/mol)